Record 1
Density functional theory data (ωB97M-V/def2-TZVPD) for a 2-piece molecular cluster, C4H10N3 overall at a distorted geometry.

Values from the calculation:
HOMO energy (alpha / beta), eV: -13.889 / -14.577
Total charge: +1
Frontier orbital gap (alpha / beta), eV: 9.39 / 9.06
Lowest unoccupied orbital energy (alpha / beta), eV: -4.50 / -5.52

```
17
Properties=species:S:1:pos:R:3:forces:R:3:nbo_charge:R:1
C 1.155 -0.400 1.329 1.9 1.4 -0.9 -0.23
C -1.198 -1.299 0.465 -1.7 0.6 1.4 -0.24
C 0.990 0.985 0.577 0.9 -0.3 -0.1 -0.23
C -1.508 0.062 -0.186 -0.6 -0.6 -1.5 -0.23
N 0.185 -0.955 0.387 1.9 0.9 0.0 -0.12
N 0.883 0.629 -2.197 -0.2 0.6 0.1 -0.62
N -0.059 0.250 -0.134 0.6 0.7 -2.0 0.03
H 2.167 -0.735 1.188 0.2 -0.7 -0.1 0.24
H 0.931 -0.442 2.346 -0.9 -0.1 1.7 0.24
H -1.590 -1.215 1.538 0.4 -1.4 -1.6 0.25
H -1.304 -2.086 -0.240 -1.2 -1.4 0.5 0.25
H 0.614 1.877 1.039 -0.2 0.2 0.7 0.24
H 1.865 1.252 -0.085 -1.2 -0.4 0.6 0.28
H -1.899 0.080 -1.222 0.2 0.0 0.7 0.25
H -2.118 0.647 0.447 -0.3 1.2 0.6 0.24
H 0.555 -0.129 -2.801 -0.2 0.1 -0.1 0.33
H 0.330 1.480 -2.452 0.3 -0.8 0.0 0.32
```
Positions in Å, forces in eV/Å.


Record 2
Density functional theory data (ωB97M-V/def2-TZVPD) for an isolated ion of composition C4H10N3 and charge +1 at a distorted geometry.

Values from the calculation:
HOMO energy, eV: -13.627
Total charge: +1
Frontier orbital gap, eV: 9.86
Lowest unoccupied orbital energy, eV: -3.76

```
17
Properties=species:S:1:pos:R:3:forces:R:3:nbo_charge:R:1
C -1.296 -0.101 0.112 0.8 -0.3 -2.2 -0.13
C -1.302 -0.754 -1.035 1.0 0.3 -1.2 -0.07
C 0.106 0.219 0.616 -1.7 -0.3 -0.7 0.23
C 0.516 1.753 0.445 -0.8 -3.8 4.6 -0.60
N 0.873 -0.699 -0.247 0.8 -1.3 -2.2 -0.46
N 0.125 -0.345 1.898 0.6 2.2 1.5 -0.81
N 0.166 -0.940 -1.466 -0.6 -0.1 -3.4 -0.41
H -2.197 0.138 0.572 -1.1 0.6 1.1 0.26
H -2.030 -1.124 -1.789 0.5 0.4 1.1 0.26
H 0.043 2.298 1.267 0.8 0.0 0.3 0.25
H 0.085 2.135 -0.350 -1.7 1.6 -4.4 0.22
H 1.554 1.699 0.403 1.8 0.8 0.2 0.22
H 1.846 -0.577 -0.512 0.0 0.6 0.6 0.39
H -0.222 -1.264 2.037 -0.2 -0.7 -0.4 0.39
H 1.022 -0.212 2.298 0.7 -0.1 0.9 0.38
H 0.206 -1.951 -1.889 0.6 2.0 1.4 0.45
H 0.505 -0.276 -2.360 -1.4 -1.7 2.7 0.42
```
Positions in Å, forces in eV/Å.


Record 3
Density functional theory data (ωB97M-V/def2-TZVPD) for an isolated ion of composition C4H10N3 and charge +1 at a distorted geometry.

Values from the calculation:
HOMO energy, eV: -14.111
Total charge: +1
Frontier orbital gap, eV: 10.41
Lowest unoccupied orbital energy, eV: -3.70

```
17
Properties=species:S:1:pos:R:3:forces:R:3:nbo_charge:R:1
C 2.041 -0.070 -0.134 -0.2 2.7 -0.5 0.13
C 1.287 1.255 -0.214 0.0 -1.2 0.6 -0.30
C 0.144 -1.369 0.097 -0.8 -1.1 -1.3 -0.12
C -2.074 -0.436 -0.121 0.0 -0.2 -1.0 -0.48
N 1.514 -1.166 0.076 1.8 -1.7 -0.3 -0.36
N -0.619 -0.223 -0.346 -2.1 0.4 -1.0 -0.27
N -0.137 0.989 0.190 1.0 1.4 3.4 -0.36
H 3.086 0.228 -0.247 0.4 -1.3 0.2 0.21
H 1.684 1.826 0.626 0.2 0.6 -0.5 0.24
H 1.412 1.718 -1.190 -0.4 0.2 0.1 0.26
H -0.199 -2.228 -0.564 0.8 1.1 0.3 0.25
H -0.093 -1.799 1.044 -0.6 0.3 1.4 0.21
H -2.716 0.348 -0.605 0.8 0.2 1.4 0.25
H -2.378 -1.193 -0.886 0.5 -0.3 1.2 0.26
H -2.229 -0.733 0.966 -0.5 0.5 -1.5 0.21
H -0.046 0.987 1.314 -0.7 -0.2 -2.5 0.40
H -0.676 1.865 -0.006 -0.2 -1.4 -0.2 0.46
```
Positions in Å, forces in eV/Å.


| no. | E_tot (eV) |
| --- | --- |
| 1 | -8767.2085 |
| 2 | -8770.8930 |
| 3 | -8770.9403 |